Record 1
Here is C24H29O3RuSSi as an isolated structure at a distorted geometry from the OMol25 dataset. Energies are from the ωB97M-V functional and the def2-TZVPD basis.

Element x y z (Å)
Ru (1.00008, -0.82406, -0.93041)
C (-0.10992, -4.02846, -1.42091)
O (-0.08112, -3.09126, -0.36121)
C (0.34898, -3.65076, 0.85919)
C (0.33678, -2.54496, 1.91929)
O (1.27458, -1.52936, 1.63289)
C (2.56338, -1.67186, 2.19919)
C (3.48818, -0.76506, 1.37489)
O (3.38848, -1.03016, -0.00491)
C (4.09668, -2.17406, -0.44901)
H (-0.70392, -4.90336, -1.13371)
H (0.90078, -4.35136, -1.70061)
H (-0.57112, -3.52286, -2.26931)
H (1.36108, -4.07536, 0.74959)
H (-0.33892, -4.45476, 1.16299)
H (0.51578, -2.97696, 2.91249)
H (-0.63962, -2.04796, 1.89579)
H (2.90428, -2.71626, 2.17029)
H (2.55688, -1.33386, 3.24519)
H (4.52638, -0.86546, 1.71979)
H (3.15208, 0.27074, 1.49489)
H (5.17578, -2.02246, -0.33501)
H (3.85148, -2.28286, -1.50551)
H (3.80408, -3.08386, 0.08819)
S (1.65608, -1.29006, -3.02531)
C (1.99358, 4.72294, -0.98191)
C (2.54358, 3.45804, -1.11101)
C (1.74618, 2.33994, -0.94731)
C (0.38858, 2.46264, -0.65651)
C (-0.14872, 3.73814, -0.53351)
C (0.64568, 4.86094, -0.69271)
Si (-0.66442, 0.86054, -0.42831)
C (-1.45242, 0.91084, 1.30769)
C (-2.42332, -0.03196, 1.64869)
C (-2.94842, -0.08976, 2.92489)
C (-2.50852, 0.79454, 3.89749)
C (-1.54272, 1.73554, 3.57799)
C (-1.01602, 1.78634, 2.30089)
C (-2.07292, 0.85684, -1.73431)
C (-1.81322, 0.39114, -3.02171)
C (-2.79982, 0.38964, -3.98901)
C (-4.07072, 0.84934, -3.68351)
C (-4.34792, 1.29794, -2.40301)
C (-3.35782, 1.29844, -1.43531)
H (2.61828, 5.59664, -1.10611)
H (3.59368, 3.34914, -1.34101)
H (2.18498, 1.33294, -1.05261)
H (-1.19862, 3.85064, -0.30701)
H (0.21918, 5.84904, -0.59231)
H (-2.77512, -0.71706, 0.88809)
H (-3.70072, -0.82656, 3.17169)
H (-2.91282, 0.74494, 4.89839)
H (-1.20362, 2.42894, 4.33429)
H (-0.26672, 2.52684, 2.05809)
H (-0.81862, 0.02414, -3.25621)
H (-2.58242, 0.02614, -4.98341)
H (-4.84282, 0.84884, -4.44031)
H (-5.34102, 1.65024, -2.16171)
H (-3.58152, 1.64974, -0.43821)

Computed properties:
ΔE to the lowest compared entry with this formula, charge and spin (eV): 0.4311
Largest force on an atom (eV Å⁻¹): 1.785
Frontier orbital gap (spin up / spin down) (eV): 6.84 / 7.09
HOMO energy (spin up / spin down) (eV): -6.363 / -7.760
Spin multiplicity: 6
Total charge: 0

---

Record 2
Here is C24H30BF22O12Sn as an isolated structure at a distorted geometry from the OMol25 dataset. Energies are from the ωB97M-V functional and the def2-TZVPD basis.

Element x y z (Å)
Sn (3.05260, -2.96809, -1.44488)
B (0.35095, -2.11777, 0.04060)
F (-0.79075, -1.92334, 0.79145)
F (1.06692, -0.94193, -0.28588)
F (1.29780, -2.86455, 0.84044)
F (0.25560, -2.90789, -1.08668)
C (-0.47027, 2.94626, -3.00729)
C (0.43283, 1.77218, -2.69241)
O (1.73779, 2.14659, -3.13027)
C (2.75932, 1.34736, -3.02153)
O (2.70992, 0.20586, -2.62776)
C (4.05815, 1.98816, -3.54760)
F (4.37013, 1.42393, -4.71854)
F (3.99454, 3.29539, -3.70097)
F (5.04253, 1.74382, -2.67304)
H (0.05449, 3.83148, -2.64619)
H (-1.41163, 2.80542, -2.47483)
H (-0.72098, 3.10606, -4.05424)
H (0.16652, 0.86091, -3.23687)
H (0.45687, 1.46669, -1.64574)
C (-3.51299, -3.95298, 0.41008)
C (-4.68325, -3.29815, -0.30936)
O (-5.92444, -3.75832, 0.18498)
C (-6.49086, -4.78312, -0.44861)
O (-6.10410, -5.24931, -1.48168)
C (-7.83078, -5.18380, 0.16039)
F (-8.83490, -4.62397, -0.52268)
F (-7.99989, -6.50204, 0.09659)
F (-7.88351, -4.76185, 1.42031)
H (-2.55680, -3.61321, 0.02647)
H (-3.67818, -5.03057, 0.39617)
H (-3.68858, -3.61433, 1.43385)
H (-4.52669, -3.33271, -1.39007)
H (-4.60998, -2.22456, -0.12087)
C (7.88008, 0.19501, 2.04378)
C (6.73681, -0.35850, 1.18960)
O (5.58657, 0.46808, 1.39195)
C (4.46010, 0.02645, 0.89083)
O (4.32084, -1.03446, 0.31633)
C (3.25061, 0.93122, 1.19276)
F (2.73867, 1.46406, 0.08345)
F (2.34158, 0.17834, 1.79790)
F (3.59390, 1.97290, 1.96413)
H (7.56589, 0.12395, 3.08363)
H (8.17870, 1.18388, 1.70618)
H (8.74601, -0.45796, 1.93036)
H (6.53165, -1.40058, 1.43773)
H (7.06687, -0.39089, 0.14852)
C (-2.95701, 0.28246, -1.35583)
C (-2.65298, -0.29052, -2.71837)
O (-3.33691, 0.44326, -3.73941)
C (-2.96821, 0.40064, -5.01394)
O (-1.99229, -0.12689, -5.45839)
C (-3.90135, 1.17765, -5.94151)
F (-4.95265, 1.67207, -5.28672)
F (-3.20326, 2.13807, -6.55047)
F (-4.40460, 0.41489, -6.93306)
H (-2.65627, 1.31770, -1.18587)
H (-2.44687, -0.30895, -0.59611)
H (-4.04288, 0.29901, -1.25829)
H (-3.14665, -1.26287, -2.78958)
H (-1.59000, -0.35938, -2.94903)
C (-1.20870, 6.55778, -0.22906)
C (-1.90613, 5.52657, 0.65297)
O (-1.00607, 4.42646, 0.95481)
C (-1.53328, 3.23408, 1.20443)
O (-2.71893, 3.03742, 1.17550)
C (-0.53731, 2.09561, 1.51616)
F (-0.45835, 1.24769, 0.49455)
F (0.65344, 2.65769, 1.72981)
F (-0.92685, 1.42197, 2.60004)
H (-0.50332, 7.09240, 0.41397)
H (-1.84105, 7.35027, -0.62541)
H (-0.61774, 6.15915, -1.05222)
H (-2.73026, 5.11715, 0.07128)
H (-2.16870, 5.85806, 1.65415)
C (1.55891, -3.81152, 4.74508)
C (1.63145, -2.59977, 3.80675)
O (2.60855, -1.62165, 4.15689)
C (2.53541, -0.93192, 5.28335)
O (1.71822, -1.04414, 6.14334)
C (3.60021, 0.19063, 5.28106)
F (2.96309, 1.27708, 4.82678)
F (4.00811, 0.40670, 6.53052)
F (4.63330, -0.00610, 4.45662)
H (1.06945, -3.57849, 5.68943)
H (2.57878, -4.11049, 4.99016)
H (1.04486, -4.58211, 4.17369)
H (0.66039, -2.23951, 3.47232)
H (2.05779, -3.11728, 2.94909)

Computed properties:
ΔE to the lowest compared entry with this formula, charge and spin (eV): 1.4158
Largest force on an atom (eV Å⁻¹): 3.606
Frontier orbital gap (eV): 5.07
HOMO energy (eV): -12.715
Spin multiplicity: 1
Total charge: +1

---

Record 3
Here is a 2-piece molecular cluster, C24H30Br2ClFN2O2 overall at a distorted geometry from the OMol25 dataset. Energies are from the ωB97M-V functional and the def2-TZVPD basis.

Element x y z (Å)
C (0.39359, -3.07961, 3.46700)
C (0.33598, -2.52040, 2.40796)
C (0.26726, -1.81030, 1.13559)
C (1.33890, -0.68390, 1.05693)
N (2.30911, -1.05016, -0.00122)
N (3.13650, -2.16776, 0.18247)
C (4.19233, -1.96311, 0.79387)
O (5.18953, -1.77725, 1.33166)
C (2.23963, -0.31262, -1.06034)
C (2.96508, -0.40640, -2.35016)
Br (4.88858, -0.38041, -2.06934)
C (2.55114, -1.57091, -3.26118)
C (2.97294, -2.96750, -2.82653)
Br (0.59445, -1.58690, -3.44247)
C (1.27291, 0.75567, -0.86394)
C (0.92834, 0.76726, 0.64332)
C (2.00224, 1.66650, 1.31405)
C (1.80927, 3.17768, 1.14712)
C (2.12768, 3.93017, 2.43748)
Cl (0.70452, 4.01297, 3.51445)
C (-0.51255, 1.14854, 0.98564)
C (-1.43486, 1.49875, -0.18464)
C (-1.12703, 2.79832, -0.90376)
O (-2.73624, 1.58829, 0.41573)
C (-3.80989, 1.16919, -0.40663)
C (-4.26441, -0.23242, -0.06623)
C (-3.40254, -1.31418, -0.21211)
C (-3.80926, -2.59981, 0.10580)
C (-5.09784, -2.81320, 0.57259)
C (-5.97054, -1.74925, 0.71468)
C (-5.55436, -0.46649, 0.38764)
H (0.61546, -3.73377, 4.27488)
H (-0.73744, -1.43511, 0.96384)
H (0.47505, -2.55418, 0.36313)
H (1.89155, -0.70662, 1.99556)
H (2.70657, 0.54716, -2.86238)
H (2.90318, -1.34162, -4.26068)
H (3.97496, -2.96800, -2.40702)
H (2.29621, -3.32512, -2.05105)
H (2.89405, -3.66881, -3.65232)
H (1.75070, 1.66504, -1.35179)
H (0.46863, 0.51570, -1.56066)
H (2.98054, 1.40196, 0.90674)
H (2.00153, 1.42162, 2.37905)
H (0.79403, 3.42578, 0.85787)
H (2.47909, 3.57939, 0.38693)
H (2.49507, 4.93435, 2.25158)
H (2.89722, 3.41400, 3.00768)
H (-1.01664, 0.35281, 1.52978)
H (-0.52825, 1.99984, 1.66706)
H (-1.45672, 0.68343, -0.91291)
H (-1.01517, 3.62467, -0.20361)
H (-1.96368, 3.03072, -1.56332)
H (-0.24124, 2.74016, -1.53964)
H (-4.64416, 1.84672, -0.21666)
H (-3.56119, 1.25778, -1.46770)
H (-2.39575, -1.17467, -0.58676)
H (-3.12932, -3.43179, -0.01752)
H (-5.43358, -3.80953, 0.82789)
H (-6.97574, -1.90591, 1.08045)
H (-6.21931, 0.38312, 0.48362)
F (1.80553, 2.09833, -3.01186)

Computed properties:
Largest force on an atom (eV Å⁻¹): 1.112
Frontier orbital gap (eV): 8.07
HOMO energy (eV): -8.726
Spin multiplicity: 1
Total charge: 0

---

Record 4
Here is C24H30Br2CrN5O4S as an isolated structure from the OMol25 dataset. Energies are from the ωB97M-V functional and the def2-TZVPD basis.

Element x y z (Å)
Cr (-0.52398, 0.19343, 0.08097)
N (-0.57840, -1.01520, -1.64612)
C (0.61984, -1.88482, -1.47759)
C (0.76849, -2.98476, -2.51377)
C (0.95981, -2.49436, -3.95410)
C (2.37626, -2.08119, -4.37056)
N (3.06132, -1.12955, -3.48250)
C (2.68318, 0.12312, -3.25210)
N (1.69073, 0.67087, -3.96233)
N (3.24078, 0.83082, -2.27328)
C (0.52859, -2.36329, -0.02149)
O (0.66307, -3.49307, 0.33244)
O (0.28359, -1.32067, 0.78401)
H (-1.40790, -1.59224, -1.78402)
H (-0.48665, -0.41469, -2.46204)
H (1.46975, -1.20098, -1.49305)
H (-0.12379, -3.61437, -2.47122)
H (1.58918, -3.63494, -2.20449)
H (0.24720, -1.69470, -4.17512)
H (0.68991, -3.30156, -4.63657)
H (2.36779, -1.68165, -5.38774)
H (3.02313, -2.95602, -4.39907)
H (3.82456, -1.48706, -2.92949)
H (1.43914, 0.26826, -4.85039)
H (1.48393, 1.65101, -3.82567)
H (4.00599, 0.46474, -1.73227)
H (2.91337, 1.76564, -2.07111)
C (-3.72578, -0.25485, 0.81070)
C (-3.43131, 1.08630, 0.21587)
C (-4.40408, 2.10361, 0.13032)
C (-4.07697, 3.33261, -0.37309)
C (-2.76008, 3.59109, -0.81767)
C (-2.26794, 4.82792, -1.31979)
Br (-3.40023, 6.32817, -1.40674)
C (-0.96300, 4.94487, -1.70834)
C (-0.08460, 3.84512, -1.60990)
Br (1.71265, 4.05469, -2.16028)
C (-0.49590, 2.63592, -1.12107)
O (0.28038, 1.55946, -0.98184)
C (-1.85650, 2.52682, -0.73048)
N (-2.20393, 1.30954, -0.21735)
H (-4.75103, -0.31391, 1.16600)
H (-3.06624, -0.45288, 1.65971)
H (-3.58303, -1.04660, 0.07242)
H (-5.40593, 1.90001, 0.47870)
H (-4.81984, 4.11678, -0.42588)
H (-0.59130, 5.88721, -2.08574)
C (-0.09682, 7.78552, 1.28500)
C (0.14382, 6.32734, 1.54224)
C (-0.89678, 5.48875, 1.94350)
C (-0.68300, 4.14106, 2.17464)
C (0.59432, 3.62794, 1.99342)
C (1.64896, 4.43378, 1.58466)
C (1.41546, 5.78202, 1.37015)
S (0.92507, 1.91548, 2.26274)
C (0.76225, 1.79693, 4.03273)
O (-0.34135, 1.17928, 1.77801)
H (-1.07285, 8.09801, 1.64823)
H (-0.05300, 7.99664, 0.21534)
H (0.66417, 8.39614, 1.76914)
H (-1.88784, 5.90271, 2.08113)
H (-1.49491, 3.49482, 2.48236)
H (2.63628, 4.01704, 1.42970)
H (2.23211, 6.42143, 1.05998)
H (-0.21744, 2.17441, 4.32077)
H (1.55540, 2.39678, 4.47568)
H (0.87856, 0.74983, 4.30298)

Computed properties:
ΔE to the lowest compared entry with this formula, charge and spin (eV): 0.2771
Largest force on an atom (eV Å⁻¹): 0.309
Frontier orbital gap (spin up / spin down) (eV): 7.64 / 7.62
HOMO energy (spin up / spin down) (eV): -13.336 / -13.415
Spin multiplicity: 4
Total charge: +2